Entry 1:
Here is C15H8Cl3NO6STi as an isolated structure from OMol25. Energies are from the ωB97M-V functional and the def2-TZVPD basis.

Calculated values
charge: -2
2S+1: 3
expectation value of S²: 2.03
ΔE to the lowest compared entry with this formula, charge and spin: 0.8092 eV
LUMO level (spin up / spin down): 4.63 / 4.63 eV
Kohn-Sham gap (spin up / spin down): 4.415 / 6.801 eV

Each line ends with the Mulliken spin population.
Geometry (Å):
Ti 0.7592 -0.0041 -0.6179  1.081
O 3.2007 -3.2016 0.1277  0.054
C 2.4202 -2.3925 -0.3624  0.019
O 2.4060 -1.1049 -0.1181  -0.014
C 1.3950 -2.7552 -1.3866  0.267
C 1.3649 -3.8964 -2.1523  -0.168
C 0.6434 -3.9001 -3.3551  0.367
C 0.1737 -2.6566 -3.8442  -0.141
C 0.2345 -1.5562 -3.0372  0.224
N 0.6213 -1.6719 -1.7277  0.234
C 0.1637 -0.1192 -3.4805  0.008
O -0.2343 0.2004 -4.5972  0.039
O 0.6385 0.6835 -2.5752  -0.006
H 1.9728 -4.7399 -1.8472  -0.014
H 0.6051 -4.7875 -3.9748  0.045
H -0.1490 -2.5293 -4.8700  -0.014
Cl 1.9522 2.0969 0.5157  0.004
C 0.8772 2.4229 1.8730  0.003
C 0.7719 3.7435 2.2509  0.000
C -0.0257 4.0813 3.3353  0.002
C -0.6941 3.0709 4.0090  -0.001
C -0.5689 1.7581 3.5932  0.005
Cl -1.4642 0.5597 4.5010  0.000
C 0.2112 1.3438 2.4952  -0.004
S 0.3610 -0.2999 1.9866  -0.004
H 1.3055 4.4983 1.6897  0.000
H -0.1329 5.1138 3.6405  0.000
H -1.3330 3.2936 4.8531  0.000
Cl -2.5999 -1.5393 -0.2848  0.003
C -2.8651 -0.0463 0.6636  -0.001
C -2.0462 1.1745 0.2300  0.002
O -2.4866 2.2569 0.5984  0.001
O -0.9752 0.9741 -0.4308  0.005
H -2.5822 -0.2694 1.6908  0.000
H -3.9210 0.1981 0.6081  0.000

***

Entry 2:
Here is C15H9AuN2O9 as an isolated structure at a distorted geometry from OMol25. Energies are from the ωB97M-V functional and the def2-TZVPD basis.

Calculated values
2S+1: 3
expectation value of S²: 2.02
LUMO level (spin up / spin down): -0.96 / -4.31 eV
Kohn-Sham gap (spin up / spin down): 6.241 / 5.165 eV

Each line ends with the Mulliken spin population.
Geometry (Å):
Au -0.4073 -0.5280 -0.5000  0.013
C -1.0299 -1.4875 3.4433  -0.014
C -1.0521 -1.7287 2.0638  0.335
O -0.5598 -0.5995 1.5014  0.168
C -1.6660 -2.7956 1.4369  0.093
C -2.2447 -3.8504 2.2848  0.198
C -2.9158 -4.8915 1.7623  0.166
C -2.8747 -5.1991 0.3662  0.157
C -2.2397 -4.3103 -0.5232  0.147
C -1.7214 -3.0517 0.0226  0.351
O -1.0601 -2.2948 -0.8222  0.289
H -1.1681 -0.4379 3.7443  0.021
H -0.1360 -1.5200 4.0923  0.036
H -1.6099 -2.2448 4.0706  0.010
H -2.1187 -3.6877 3.4327  0.026
H -3.3852 -5.6934 2.2390  0.004
H -3.4062 -6.1503 0.0954  0.014
H -2.1393 -4.4000 -1.6584  -0.006
O 0.5001 0.8339 -4.0993  -0.001
C 0.4787 0.7981 -2.8686  0.001
O -0.3019 -0.2968 -2.3785  -0.003
C 1.1762 1.8494 -2.0530  0.000
C 1.7571 2.8521 -2.8211  0.002
C 2.3466 3.9491 -2.2317  0.000
C 2.3516 4.2285 -0.9077  -0.001
C 1.8099 3.1723 -0.1080  0.000
C 1.2113 1.9818 -0.6775  -0.003
O 0.4859 1.1179 0.0224  -0.003
N 1.8493 3.4843 1.4643  0.000
O 2.1363 4.5871 1.8638  0.000
O 1.8320 2.6014 2.2341  0.000
N 3.0914 5.0208 -3.0945  0.000
O 3.1110 4.7976 -4.3167  0.000
O 3.4591 5.9895 -2.5771  0.000
H 1.7005 2.7435 -3.9268  0.000
H 2.7395 5.1611 -0.5758  0.000

***

Q: The highest expectation value of S² belongs to which entry?
A: C15H8Cl3NO6STi

***

Q: The lowest expectation value of S² belongs to which entry?
A: C15H9AuN2O9

***

Copy entry 1 word for word.
Here is C15H8Cl3NO6STi as an isolated structure from OMol25. Energies are from the ωB97M-V functional and the def2-TZVPD basis.

Calculated values
charge: -2
2S+1: 3
expectation value of S²: 2.03
ΔE to the lowest compared entry with this formula, charge and spin: 0.8092 eV
LUMO level (spin up / spin down): 4.63 / 4.63 eV
Kohn-Sham gap (spin up / spin down): 4.415 / 6.801 eV

Each line ends with the Mulliken spin population.
Geometry (Å):
Ti 0.7592 -0.0041 -0.6179  1.081
O 3.2007 -3.2016 0.1277  0.054
C 2.4202 -2.3925 -0.3624  0.019
O 2.4060 -1.1049 -0.1181  -0.014
C 1.3950 -2.7552 -1.3866  0.267
C 1.3649 -3.8964 -2.1523  -0.168
C 0.6434 -3.9001 -3.3551  0.367
C 0.1737 -2.6566 -3.8442  -0.141
C 0.2345 -1.5562 -3.0372  0.224
N 0.6213 -1.6719 -1.7277  0.234
C 0.1637 -0.1192 -3.4805  0.008
O -0.2343 0.2004 -4.5972  0.039
O 0.6385 0.6835 -2.5752  -0.006
H 1.9728 -4.7399 -1.8472  -0.014
H 0.6051 -4.7875 -3.9748  0.045
H -0.1490 -2.5293 -4.8700  -0.014
Cl 1.9522 2.0969 0.5157  0.004
C 0.8772 2.4229 1.8730  0.003
C 0.7719 3.7435 2.2509  0.000
C -0.0257 4.0813 3.3353  0.002
C -0.6941 3.0709 4.0090  -0.001
C -0.5689 1.7581 3.5932  0.005
Cl -1.4642 0.5597 4.5010  0.000
C 0.2112 1.3438 2.4952  -0.004
S 0.3610 -0.2999 1.9866  -0.004
H 1.3055 4.4983 1.6897  0.000
H -0.1329 5.1138 3.6405  0.000
H -1.3330 3.2936 4.8531  0.000
Cl -2.5999 -1.5393 -0.2848  0.003
C -2.8651 -0.0463 0.6636  -0.001
C -2.0462 1.1745 0.2300  0.002
O -2.4866 2.2569 0.5984  0.001
O -0.9752 0.9741 -0.4308  0.005
H -2.5822 -0.2694 1.6908  0.000
H -3.9210 0.1981 0.6081  0.000